{"formula": "C29H74N9O2P2", "method": "wB97M-V/def2-TZVPD", "orbital_gap_ev": 6.009, "total_charge": 1, "elements": ["H", "H", "H", "H", "C", "H", "H", "C", "H", "H", "H", "H", "C", "H", "H", "P", "H", "H", "C", "H", "H", "H", "H", "H", "C", "H", "H", "C", "H", "C", "N", "C", "H", "N", "C", "H", "H", "N", "H", "H", "H", "H", "H", "H", "H", "H", "C", "H", "H", "N", "H", "H", "H", "H", "C", "H", "H", "H", "H", "P", "H", "H", "H", "C", "H", "C", "H", "H", "C", "N", "N", "H", "H", "C", "H", "C", "H", "H", "C", "H", "H", "N", "C", "C", "C", "H", "H", "H", "H", "H", "H", "C", "H", "O", "N", "H", "C", "H", "C", "H", "H", "C", "C", "H", "H", "H", "C", "N", "O", "C", "H", "H", "C", "H", "H", "C"], "coordinates": [[-1.27057, -7.41016, 4.04204], [3.10805, 4.16793, 2.54714], [2.23900, 5.32532, -3.24660], [-2.77581, 0.86345, -5.80859], [3.52858, 2.22452, -4.30942], [-0.87249, -6.15985, 5.21830], [2.99110, 1.34539, -6.24926], [0.13267, 3.39960, -1.54772], [-1.48378, -2.34484, -3.66298], [-3.36446, -1.04760, -4.36548], [0.18622, 0.57465, -1.16842], [3.50616, 1.83037, -3.28461], [-0.72942, -4.33042, 1.63654], [-3.16802, -6.73330, -0.25548], [-1.19361, 4.95468, 1.33033], [-3.20371, -5.38388, 2.40940], [2.92310, 4.52738, 4.29453], [-2.89955, 2.31610, -3.24805], [3.01812, 1.41499, 3.21794], [1.68732, 1.41961, -5.07095], [4.20948, 3.50456, 3.76754], [-0.16787, -5.26241, 1.72461], [-1.43555, -6.60145, 0.09437], [2.29423, -1.20200, -0.98392], [2.75887, 1.17634, -5.18828], [-3.94620, -7.97437, 3.17695], [-0.31826, 2.87976, -4.76670], [-3.35856, -5.89881, 5.04421], [1.20469, 1.59065, 6.15792], [-3.06646, -0.12038, -3.84796], [-2.65219, -6.95200, 1.81220], [-0.80391, 2.61374, -3.81289], [2.45873, 4.58954, -1.05944], [-2.43704, -5.62396, 3.94097], [2.95478, 4.49048, -3.15832], [-1.77416, 3.33441, 4.73447], [2.89596, -0.96761, -5.59175], [-0.52990, -2.24942, -1.74870], [3.66495, 3.37514, -1.45353], [-2.19531, -8.15913, 0.13834], [-2.76965, -0.94418, -1.83548], [-2.91169, -5.62248, 6.00150], [-0.23184, -3.78761, 0.82340], [-1.97084, 4.32064, 2.78853], [3.24382, 1.50612, 2.14673], [-1.30951, 0.46005, -4.92330], [-2.32976, 0.86994, -4.80509], [5.16114, -0.21730, -4.51347], [0.01512, -0.26744, 0.37044], [0.15977, 4.16981, 2.74694], [1.49209, 2.09494, -2.62549], [-0.04354, -3.11340, -2.00290], [-3.63270, -6.96130, 5.09585], [-1.30667, 3.40518, 6.42187], [-0.61156, 3.80410, -2.84898], [1.70872, 3.49652, -4.61239], [-0.36687, -5.95926, 3.57753], [3.21781, 4.12317, -5.25266], [3.96331, 4.93399, -3.15123], [0.60880, 2.64161, 3.42734], [-2.63487, -2.52145, 1.24613], [-4.27796, -5.32268, 4.94582], [-0.34061, 1.68119, -3.44736], [1.17170, 2.68212, 6.16481], [-3.31567, -8.97958, 1.88763], [-2.28941, 2.29237, -4.16117], [0.16387, 6.25323, 2.57686], [-4.60204, -7.80612, 1.54878], [1.54046, 2.77028, -1.75484], [1.70633, -2.03545, -1.04937], [0.33757, 3.22159, 5.07244], [2.18687, 3.06427, 6.12658], [1.44294, 5.65268, 3.57256], [-1.07597, -1.56501, -3.00938], [2.11936, -0.53131, -4.01819], [-1.06950, 2.93615, 5.46750], [-3.97564, 0.32183, -3.41583], [4.55671, 2.25901, -4.69008], [0.41057, -1.51863, -1.17092], [-2.61802, 2.99889, -4.93398], [4.23564, -0.24276, -2.94668], [-2.11485, -4.58453, 1.30138], [0.40204, 5.48502, 3.31664], [-1.14026, 4.16685, 2.08619], [-3.68445, -7.98024, 2.11719], [-0.21164, 5.68736, 4.20305], [1.82991, -2.52549, -0.15572], [0.77432, 3.00624, 7.12972], [-1.66516, 0.39456, -2.30524], [1.72070, 2.11808, -0.87741], [0.16073, 4.21082, -0.80380], [-2.66140, -3.42011, 0.61449], [-0.62354, -3.73960, 2.55598], [-3.95291, -4.11988, 2.77748], [2.31928, 2.58781, 3.73204], [-1.60930, 4.16488, -2.53909], [3.16655, 3.75557, 3.56236], [-3.69362, -3.59168, 0.31162], [-1.18829, -6.32543, 4.18565], [-0.10965, 4.67609, -3.29482], [4.36421, -1.69168, -3.91250], [4.27553, -0.59439, -3.99049], [2.78058, 3.57697, -4.39650], [-0.49609, 2.61114, -1.07686], [3.95996, 1.26831, 3.75212], [2.42768, 0.51043, 3.36511], [2.93735, -0.29601, -4.72007], [0.17787, -0.28493, -0.63338], [0.68601, 1.87553, 2.10840], [-2.35641, -7.10454, 0.37479], [-2.09758, -3.20925, -0.29768], [-0.23438, -1.04108, -3.48291], [2.70066, 3.79450, -1.78471], [-1.25078, 1.86141, 5.55091], [-1.31083, 3.22080, 1.57186], [-2.15567, -0.52425, -2.64497]], "forces_ev_per_angstrom": [[0.053, -0.011, 0.003], [0.025, 0.103, 0.027], [0.309, -0.169, -0.115], [-0.040, 0.073, 0.368], [-1.437, -0.765, -0.675], [-0.233, 0.092, 0.033], [0.069, -0.287, 0.261], [-0.197, -0.799, -0.233], [0.255, 0.088, 0.317], [-0.020, 0.328, 0.026], [-0.349, -0.069, 0.228], [0.322, 0.324, -0.200], [0.042, -0.548, 0.110], [0.056, -0.075, -0.096], [0.060, 0.048, 0.071], [6.353, 3.068, 1.734], [-0.119, 0.081, -0.126], [-0.055, 0.197, -0.381], [-0.234, -0.157, -0.176], [0.301, -0.123, -0.250], [-0.067, -0.224, -0.081], [-0.009, 0.011, 0.191], [-0.103, 0.209, 0.148], [0.068, -0.240, 0.283], [-0.231, 0.287, 0.733], [0.067, 0.129, 0.014], [0.003, -0.483, 0.278], [-0.359, 0.346, 0.097], [0.039, 0.015, 0.121], [0.548, -0.472, 0.050], [-3.034, -0.101, -1.023], [-0.493, 0.788, -0.540], [0.126, -0.326, -0.103], [-0.402, -0.272, 0.305], [-0.384, -0.105, 0.182], [0.109, 0.021, -0.092], [-0.351, 0.151, 0.339], [2.183, 0.163, -1.374], [-0.504, -0.244, -0.019], [-0.223, -0.058, 0.271], [0.180, 0.223, -0.149], [0.098, -0.010, -0.070], [-0.201, 0.096, -0.077], [0.000, 0.134, -0.023], [-0.001, -0.087, -0.009], [-0.243, 0.377, -0.173], [-0.562, -0.558, 0.825], [-0.249, 0.038, 0.194], [0.478, 0.466, -0.119], [-0.588, -0.207, -0.145], [0.297, 0.357, 0.111], [-0.594, -0.109, -0.233], [0.091, -0.019, 0.099], [0.118, 0.016, -0.016], [-0.066, 0.090, 0.930], [0.277, -0.434, 0.091], [-0.140, -0.045, -0.168], [-0.370, -0.120, 0.197], [-0.317, -0.134, 0.040], [5.312, 4.899, -2.186], [-0.120, 0.049, -0.054], [0.059, 0.044, -0.136], [0.035, 0.418, 0.018], [0.451, -0.010, 0.216], [0.087, 0.075, -0.039], [1.384, -0.727, -0.685], [-0.114, -0.196, -0.134], [0.037, -0.146, -0.081], [-0.159, 0.203, 0.892], [-0.534, 0.248, 0.813], [-1.580, -2.930, 0.181], [-0.018, -0.071, -0.279], [-0.024, -0.206, 0.112], [-1.185, 1.020, 0.427], [0.122, -0.145, -0.295], [-0.401, 0.546, -0.157], [0.210, -0.020, -0.347], [-0.137, 0.319, 0.460], [0.088, -0.038, 1.077], [-0.261, 0.112, 0.652], [0.307, 0.183, -0.440], [0.350, 0.290, -0.783], [-0.055, 0.120, 0.556], [-0.099, -0.294, -0.446], [0.112, -0.276, 0.600], [0.018, 0.036, 0.010], [0.120, -0.482, -0.451], [-0.325, 0.007, -0.177], [-0.256, -0.277, 0.264], [-0.005, 0.251, -0.250], [0.113, -0.154, -0.340], [-0.362, 0.017, 0.245], [0.134, -0.017, 0.023], [-2.904, -2.365, -0.914], [0.471, -0.369, 0.145], [0.332, -0.041, -0.157], [-0.206, 0.331, 0.390], [0.000, 0.074, 0.130], [0.103, -0.480, -0.244], [-0.089, -0.413, -0.158], [0.167, 0.348, -0.079], [-0.710, -0.723, 0.198], [1.235, 0.792, 0.076], [0.126, 0.346, -0.077], [-0.030, 0.187, 0.085], [-0.008, 0.041, -0.068], [0.897, 0.401, -0.294], [-0.164, 0.279, -0.652], [-2.856, -2.038, 1.693], [0.259, 0.098, -0.343], [0.088, -0.215, 0.109], [-0.167, -0.529, -0.191], [0.148, 0.373, -0.652], [-0.019, 0.027, 0.181], [0.077, -0.028, 0.051], [-0.405, -0.011, -0.506]]}